[1]
{"formula": "C2H3N2O2", "method": "ωB97M-V/def2-TZVPD", "species": ["C", "C", "N", "N", "O", "O", "H", "H", "H"], "positions_angstrom": [[-0.335, -0.801, 0.055], [-0.570, 0.569, -0.061], [0.809, -1.247, 0.068], [0.776, 0.991, 0.124], [1.852, -1.756, -0.011], [1.146, 2.205, 0.078], [-1.203, -1.540, 0.117], [-1.139, 0.816, -1.043], [-1.336, 0.763, 0.673]], "forces_ev_per_angstrom": [[-2.92, -4.72, -0.32], [-1.82, 1.98, -1.62], [3.36, -2.03, -0.49], [1.76, 5.66, -0.03], [-2.19, 0.97, 0.43], [-1.03, -3.25, 0.08], [1.39, 0.55, -0.02], [1.39, -0.21, 1.04], [0.05, 1.06, 0.92]], "max_force_ev_per_a": 5.93, "charge": 1, "homo_lumo_gap_ev": [6.6, 9.0], "s_squared": 2.010, "spin_multiplicity": 3}


[2]
{"formula": "C2H3N2O2P", "method": "ωB97M-V/def2-TZVPD", "species": ["C", "C", "N", "N", "O", "O", "P", "H", "H", "H"], "positions_angstrom": [[-1.006, -0.607, 0.355], [1.359, -0.857, 0.297], [0.135, -1.478, 0.242], [-0.577, 0.644, 0.344], [-2.112, -1.042, 0.418], [2.432, -1.367, 0.060], [1.070, 1.024, 0.479], [0.264, -2.366, -0.051], [-1.341, 1.393, 0.123], [1.266, 1.576, -0.893]], "forces_ev_per_angstrom": [[0.87, -3.01, -0.60], [0.63, 0.88, -1.69], [1.23, 4.28, 1.65], [-2.88, 4.13, -0.61], [-1.28, 0.05, -0.07], [-0.59, 0.04, 0.65], [0.86, 0.44, -0.31], [-0.90, -3.71, -0.91], [1.95, -2.04, 1.00], [0.11, -1.06, 0.88]], "max_force_ev_per_a": 5.07, "charge": 0, "homo_lumo_gap_ev": 9.7, "smiles": "O=c1[nH][pH]c(=O)[nH]1"}


[3]
{"formula": "C2H3N2O2S", "method": "ωB97M-V/def2-TZVPD", "species": ["C", "C", "N", "N", "O", "O", "S", "H", "H", "H"], "positions_angstrom": [[0.229, -0.512, -0.089], [0.954, 0.591, 0.041], [-1.093, -0.809, -0.064], [-2.010, 0.043, 0.211], [-3.197, -0.376, 0.111], [2.310, 0.463, 0.159], [0.344, 2.383, -0.253], [0.990, -1.363, -0.206], [-1.178, -1.674, -0.580], [2.651, 1.252, 0.672]], "forces_ev_per_angstrom": [[4.80, -1.18, 0.45], [-1.56, 4.76, -0.88], [0.02, -0.53, -1.15], [-2.45, -0.24, 0.55], [1.67, 0.25, -0.25], [0.94, 0.56, 0.98], [1.06, -2.67, 0.91], [-1.84, 0.45, 0.44], [-1.70, -0.36, 0.18], [-0.94, -1.04, -1.22]], "max_force_ev_per_a": 5.09, "charge": -1, "homo_lumo_gap_ev": 6.8, "smiles": "O=NN/C=C(/O)[S-]"}


[4]
{"formula": "C2H3N2O2S", "method": "ωB97M-V/def2-TZVPD", "species": ["C", "C", "N", "N", "O", "O", "S", "H", "H", "H"], "positions_angstrom": [[-1.015, 0.688, 0.587], [0.251, 0.575, 0.045], [0.557, -0.705, -0.319], [-0.451, -1.562, -0.267], [-0.376, -2.696, -0.641], [1.230, 1.480, 0.014], [-1.841, -0.776, 0.436], [-1.322, 1.660, 0.809], [1.639, -0.847, -1.323], [1.328, 2.182, 0.660]], "forces_ev_per_angstrom": [[2.78, -0.53, -1.75], [-1.13, 1.13, 2.45], [4.45, -0.04, -4.11], [-0.26, 0.78, 0.07], [-0.26, -0.28, -0.04], [0.40, -1.16, -1.55], [-0.09, -0.89, -0.05], [-1.27, 0.98, 0.75], [-3.91, 0.09, 3.75], [-0.71, -0.07, 0.47]], "max_force_ev_per_a": 6.06, "charge": 1, "homo_lumo_gap_ev": [7.6, 7.6]}


[5]
{"formula": "C2H3N2O2S", "method": "ωB97M-V/def2-TZVPD", "species": ["C", "C", "N", "N", "O", "O", "S", "H", "H", "H"], "positions_angstrom": [[0.059, 1.805, 0.735], [0.504, 0.826, -0.014], [-2.536, -0.406, -1.352], [-1.957, -0.026, -0.407], [-1.846, -0.259, 0.761], [1.204, -0.131, -0.347], [-0.935, 1.667, -0.844], [0.065, 2.502, 1.470], [-3.007, -1.279, -1.125], [1.510, -0.500, -1.170]], "forces_ev_per_angstrom": [[-0.17, -2.46, -4.40], [-1.96, 2.80, -0.90], [-1.43, -1.37, -3.03], [-0.64, -2.58, 2.57], [-0.34, -0.77, 1.83], [1.73, -2.12, 2.10], [3.86, 4.85, 0.99], [0.09, 1.76, 2.21], [-0.81, -0.51, -0.26], [-0.34, 0.40, -1.11]], "max_force_ev_per_a": 6.28, "charge": 1, "homo_lumo_gap_ev": [8.1, 7.3], "s_squared": 2.009, "spin_multiplicity": 3}


[6]
{"formula": "C2H3N2O3PdTe", "method": "ωB97M-V/def2-TZVPD", "species": ["Pd", "N", "N", "C", "O", "O", "H", "H", "H", "Te", "O", "C"], "positions_angstrom": [[0.587, -0.061, 1.043], [0.437, 0.263, -1.042], [-0.792, -0.211, -1.556], [-1.884, -0.217, -0.622], [-3.005, -0.162, -1.123], [-1.564, -0.309, 0.601], [0.552, 1.264, -1.169], [1.243, -0.227, -1.423], [-1.065, 0.213, -2.430], [3.091, -0.609, 0.958], [1.337, 0.107, 3.928], [1.064, -0.050, 2.833]], "forces_ev_per_angstrom": [[-0.63, -0.30, 0.16], [0.14, -0.13, -0.14], [0.14, -0.01, 0.00], [-0.23, 0.06, -0.03], [0.05, -0.08, 0.00], [0.21, 0.28, 0.24], [0.10, 0.00, -0.05], [-0.05, 0.00, -0.10], [0.01, 0.01, 0.00], [0.13, 0.22, -0.11], [-0.36, -0.14, -0.10], [0.51, 0.08, 0.12]], "max_force_ev_per_a": 0.72, "charge": -1, "homo_lumo_gap_ev": 6.5}


[7]
{"formula": "C2H3N2O4", "method": "ωB97M-V/def2-TZVPD", "species": ["C", "C", "N", "N", "O", "O", "O", "O", "H", "H", "H"], "positions_angstrom": [[-0.126, 0.169, -0.395], [-0.939, 0.249, 1.898], [-0.806, 1.319, 2.364], [0.092, -1.152, -0.453], [-0.289, 2.425, 2.409], [0.693, -1.707, 0.546], [-1.029, 0.781, -1.314], [-0.661, -1.863, -1.187], [0.582, 0.868, -0.080], [-1.318, -0.708, 1.859], [-1.769, 0.229, -1.506]], "forces_ev_per_angstrom": [[-1.70, -0.03, -2.07], [-0.07, 2.07, 0.50], [0.86, -1.42, -1.15], [-1.71, 0.18, 2.04], [-0.27, 1.02, 0.62], [0.85, 0.16, -0.65], [1.91, 0.48, 0.79], [0.04, -0.06, -0.72], [1.11, 0.52, 0.69], [-0.49, -1.70, -0.06], [-0.52, -1.23, 0.01]], "max_force_ev_per_a": 2.68, "charge": -1, "homo_lumo_gap_ev": 7.1}


[8]
{"formula": "C2H3N2OP", "method": "ωB97M-V/def2-TZVPD", "species": ["C", "C", "N", "N", "O", "P", "H", "H", "H"], "positions_angstrom": [[-2.291, 0.487, -0.666], [-0.277, -0.155, -0.232], [-2.299, -0.408, 0.316], [-0.991, -0.773, 0.607], [-1.039, 0.837, -0.989], [1.526, 0.129, -0.328], [-3.120, 1.030, -1.103], [1.219, 0.405, -1.635], [2.002, -1.101, -0.637]], "forces_ev_per_angstrom": [[1.04, -1.18, 2.82], [0.49, 2.34, -0.13], [-1.72, 0.91, -1.32], [-0.99, 0.00, -0.90], [0.90, -2.22, 0.10], [-0.56, 1.40, 0.60], [0.10, -0.27, 0.14], [0.65, 0.52, -1.14], [0.09, -1.50, -0.18]], "max_force_ev_per_a": 3.23, "charge": 0, "homo_lumo_gap_ev": 10.6, "smiles": "Pc1nnco1"}


[9]
{"formula": "C2H3N2OP", "method": "ωB97M-V/def2-TZVPD", "species": ["C", "C", "N", "N", "O", "P", "H", "H", "H"], "positions_angstrom": [[-0.718, 1.389, -0.226], [1.474, 0.264, 0.045], [-1.387, 0.370, -0.286], [-0.931, -0.874, -0.168], [2.511, 0.807, 0.161], [0.774, -1.361, -0.082], [-0.971, 2.417, -0.252], [-1.580, -1.565, -0.516], [0.828, -1.447, 1.324]], "forces_ev_per_angstrom": [[3.26, -1.82, 0.44], [-0.70, 2.57, -0.26], [-1.67, 1.00, -0.21], [0.67, -1.42, -0.06], [-0.70, -0.51, -0.04], [-0.94, -0.57, 0.01], [-0.36, 0.62, -0.05], [0.21, 0.19, -0.04], [0.22, -0.05, 0.21]], "max_force_ev_per_a": 3.76, "charge": 0, "homo_lumo_gap_ev": [8.0, 8.0]}


[10]
{"formula": "C2H3N2OS", "method": "ωB97M-V/def2-TZVPD", "species": ["C", "C", "N", "N", "O", "S", "H", "H", "H"], "positions_angstrom": [[0.152, 0.575, -1.859], [-0.310, -0.533, 1.504], [0.031, 0.026, -0.641], [-0.269, 0.467, 0.462], [-0.631, 1.003, -2.609], [1.877, 0.607, -2.039], [0.785, -0.706, 1.781], [-0.727, -1.503, 1.173], [-0.907, 0.063, 2.230]], "forces_ev_per_angstrom": [[5.08, 1.10, 1.11], [0.96, 0.42, 0.29], [-1.63, -3.14, 1.54], [0.04, 1.43, -1.14], [-4.23, 0.97, -2.40], [0.78, -0.13, -0.30], [-1.44, 0.22, 0.26], [-0.07, 0.51, 0.23], [0.52, -1.38, 0.41]], "max_force_ev_per_a": 5.31, "charge": -1, "homo_lumo_gap_ev": 7.1, "smiles": "C/N=N/C([O-])=S"}


[11]
{"formula": "C2H3N2P", "method": "ωB97M-V/def2-TZVPD", "species": ["C", "C", "N", "N", "P", "H", "H", "H"], "positions_angstrom": [[0.726, -0.501, 0.198], [-0.456, -1.230, 0.146], [0.522, 0.794, 0.047], [-0.685, 1.080, 0.006], [-1.776, -0.094, -0.048], [1.744, -0.950, 0.062], [-0.633, -2.193, -0.065], [-1.561, 3.114, -0.125]], "forces_ev_per_angstrom": [[1.46, -2.12, -1.04], [-0.66, 3.72, -0.11], [0.20, 1.26, 0.46], [1.34, 2.62, -0.07], [-1.59, -2.04, 0.23], [-1.05, 0.82, 0.57], [-0.03, -3.62, -0.08], [0.34, -0.65, 0.03]], "max_force_ev_per_a": 3.78, "charge": 0, "homo_lumo_gap_ev": [9.1, 7.0]}


[12]
{"formula": "C2H3N2P3", "method": "ωB97M-V/def2-TZVPD", "species": ["C", "C", "N", "N", "P", "P", "P", "H", "H", "H"], "positions_angstrom": [[-1.153, 0.166, 0.369], [0.037, 0.720, 0.912], [0.125, -0.441, -2.152], [1.570, -0.990, -0.203], [-1.408, -0.705, -1.116], [0.593, -1.078, 1.057], [1.650, -0.497, -1.719], [-1.919, 0.170, 1.043], [0.682, 1.247, 0.092], [-0.178, 1.407, 1.717]], "forces_ev_per_angstrom": [[0.93, -1.21, -2.89], [1.66, 2.41, -1.54], [-3.71, -0.17, 1.55], [0.70, -1.15, 1.48], [3.36, 1.10, -1.61], [0.85, 0.83, -1.00], [-0.74, -0.24, 0.18], [-2.47, -0.39, 1.50], [-0.86, -1.04, 1.76], [0.29, -0.15, 0.56]], "max_force_ev_per_a": 4.02, "charge": 0, "homo_lumo_gap_ev": 8.4, "smiles": "C1[C@H]2P=NP=NP12"}